1.
Formula: C13H24ClI2N2P2Sm
Source: the OMol25 dataset
Level of theory: ωB97M-V/def2-TZVPD

```
45
Properties=species:S:1:pos:R:3:mulliken_spin:R:1
I 0.3193 1.4824 -4.3304 0.001
I -0.3649 3.1522 -2.0122 -0.009
Sm -0.0123 0.5148 -0.3240 5.162
P -2.7992 -0.1256 -0.1580 -0.042
C -3.6624 1.0462 1.0378 0.000
C -3.2852 0.2944 -1.8821 -0.003
H -4.3371 0.2198 -2.1085 -0.001
H -4.3843 -2.0736 0.1713 -0.002
H -2.7630 -0.3811 -2.5524 0.000
H -2.8013 -2.5162 -0.3883 0.000
H -3.3558 2.0756 0.7877 0.000
H -2.9776 1.3041 -2.1344 0.000
C -3.3358 -1.8397 0.2646 -0.001
H -4.7640 1.0207 1.0577 -0.002
H -3.0556 -2.0664 1.2881 0.000
H -3.3095 0.8144 2.0527 0.000
P 2.8010 -0.0963 -0.1541 -0.041
C 3.6497 1.0780 1.0491 0.000
C 3.3520 -1.8069 0.2701 -0.001
H 2.7783 -0.3565 -2.5465 0.000
H 4.3445 0.2581 -2.1001 -0.001
H 2.9768 1.3291 -2.1336 0.000
C 3.2932 0.3235 -1.8753 -0.003
H 2.8258 -2.4885 -0.3837 0.000
H 4.4025 -2.0313 0.1769 -0.001
H 4.7510 1.0630 1.0734 -0.002
H 3.2963 0.8444 2.0632 0.000
H 3.0751 -2.0409 1.2928 0.000
H 3.3372 2.1053 0.8001 0.000
Cl 0.0072 -1.6940 -1.6206 -0.040
N 0.0112 -2.6190 3.6069 0.000
C 0.0082 -2.4244 2.2688 0.003
N 0.0046 -1.0905 2.0038 -0.018
C 0.0064 -0.4281 3.2213 -0.001
C 0.0057 0.9270 3.4913 -0.002
C 0.0082 1.3087 4.8462 0.000
C 0.0111 0.3667 5.8545 0.000
C 0.0125 -1.0309 5.5739 0.000
C 0.0098 -1.3754 4.2315 -0.002
H 0.0132 -3.5277 4.0272 0.000
H 0.0084 -3.2484 1.5724 0.000
H 0.0032 1.6624 2.7020 0.002
H 0.0077 2.3697 5.1390 0.000
H 0.0132 0.6926 6.9152 0.000
H 0.0153 -1.7885 6.3578 0.000
```

Summary:
Multiplicity ... 6
LUMO level (alpha / beta) ... -0.3402 / -0.3400 Ha
Total energy ... -82044.7792 eV
⟨S²⟩ ... 8.79
Molecular weight ... 709.92 g/mol
Kohn-Sham gap (alpha / beta) ... 4.979 / 4.987 eV
Charge ... +2

2.
Formula: C3H4P2
Source: the OMol25 dataset
Level of theory: ωB97M-V/def2-TZVPD

```
9
Properties=species:S:1:pos:R:3:mulliken_charge:R:1
C 0.0985 -1.2688 -0.7616 -0.563
P -1.2525 -1.0437 0.4849 -0.145
P -1.1688 1.1172 -0.4421 -0.132
C 0.2857 1.2609 0.7346 -0.611
C 0.1574 -0.0488 0.0574 0.425
H -0.2654 -1.1050 -1.8115 0.252
H 0.8745 -2.1785 -0.5226 0.253
H 0.2575 1.4444 1.9376 0.214
H 1.0132 1.8223 0.3234 0.306
```

Summary:
LUMO level ... 0.0116 Ha
Total energy ... -21749.2385 eV
SMILES ... C1P2#P3CC123
Molecular weight ... 102.01 g/mol
Kohn-Sham gap ... 8.228 eV

3.
Formula: C25H35Br3N2O13
Source: the OMol25 dataset
Level of theory: ωB97M-V/def2-TZVPD

```
78
Properties=species:S:1:pos:R:3:mulliken_charge:R:1
C 3.7386 -4.3517 -4.1138 -0.589
C 4.6389 -4.5696 -5.1438 -0.423
C 4.7664 -3.6308 -6.1634 -0.528
C 4.0295 -2.4812 -6.0654 0.100
C 3.1363 -2.2389 -5.0479 0.083
C 2.9859 -3.1886 -4.0513 -0.326
N 4.2296 -1.4289 -7.0721 0.984
O 5.1222 -1.5793 -7.8837 -0.597
O 3.4945 -0.4633 -7.0268 -0.603
H 3.7158 -5.0572 -3.2904 0.369
H 5.1950 -5.4930 -5.2336 0.365
H 5.4267 -3.7557 -7.0068 0.460
H 2.6554 -1.2714 -5.0345 0.516
H 2.2833 -3.0212 -3.2473 0.121
C 1.8012 5.2603 2.3123 -0.368
C 1.5840 4.2860 3.2842 -0.605
C 1.5893 2.9545 2.9122 -0.236
C 1.8609 2.6082 1.5994 -0.012
C 2.1250 3.5682 0.6414 -0.278
C 2.0655 4.9107 1.0042 -0.583
N 1.9467 1.1872 1.2494 1.088
O 2.2886 0.9085 0.1168 -0.557
O 1.6362 0.3661 2.0917 -0.619
H 1.7985 6.3025 2.6092 0.408
H 1.4456 4.5712 4.3163 0.424
H 1.4355 2.1638 3.6350 0.499
H 2.3023 3.2826 -0.3854 0.460
H 2.3269 5.6066 0.2187 0.398
C -0.0342 0.3274 -5.5827 -0.793
C 0.3994 1.3695 -6.5841 -0.261
O -0.2799 1.2494 -7.8270 -0.315
C -1.2751 2.0836 -8.1399 0.665
O -1.6509 2.2677 -9.2620 -0.571
O -1.8082 2.6635 -7.0569 -0.299
C -3.0069 3.4096 -7.3171 -0.682
H -1.1153 0.2015 -5.5097 0.364
H 0.2898 0.6508 -4.5880 0.213
H 0.3902 -0.6632 -5.7503 0.247
H 1.4667 1.2568 -6.7765 0.305
H 0.3079 2.3625 -6.1452 0.307
H -2.7274 4.3946 -7.6928 0.282
H -3.4739 3.5700 -6.3481 0.232
H -3.6591 2.8724 -7.9941 0.321
C -2.7975 3.5073 1.9439 -0.914
C -2.8667 3.5421 3.4710 -0.273
O -4.2129 3.3186 3.8997 -0.290
C -4.4059 2.5916 4.9963 0.791
O -3.5976 1.8848 5.5325 -0.570
O -5.6662 2.8000 5.4036 -0.327
C -6.2413 1.7979 6.2231 -0.622
H -2.5658 2.5006 1.5967 0.092
H -1.9929 4.1620 1.6120 0.315
H -3.7687 3.7799 1.5333 0.359
H -2.5326 4.4846 3.9102 0.256
H -2.1660 2.7999 3.8644 0.357
H -5.5074 1.0594 6.5337 0.344
H -7.0524 1.3005 5.6856 0.237
H -6.6912 2.2473 7.1082 0.216
C 0.1168 -5.2305 8.5364 -1.074
C 1.1709 -5.1249 7.4609 -0.211
O 0.8143 -4.1668 6.4561 -0.350
C -0.0171 -4.5881 5.5116 0.738
O -0.5026 -5.6870 5.4272 -0.566
O -0.2297 -3.5856 4.6630 -0.289
C -1.0570 -3.8989 3.5502 -0.537
H -0.7982 -5.6653 8.1439 0.315
H -0.0597 -4.2718 9.0204 0.291
H 0.5028 -5.9083 9.3051 0.344
H 1.3238 -6.1081 7.0155 0.312
H 2.1120 -4.7595 7.8619 0.301
H -1.3130 -2.9566 3.0742 0.107
H -1.9822 -4.3913 3.8440 0.316
H -0.5167 -4.5103 2.8272 0.296
C -0.4940 -0.8536 -0.4249 -0.289
Br -1.3358 0.8571 -0.4134 0.020
Br 0.1933 -1.2600 -2.1978 0.104
Br -1.6701 -2.2742 0.1359 -0.023
H 0.3602 -0.8543 0.2380 0.254
```

Summary:
LUMO level ... -0.0337 Ha
Total energy ... -266212.1154 eV
Molecular weight ... 811.27 g/mol
Kohn-Sham gap ... 9.250 eV

4.
Formula: C4H12N4
Source: the OMol25 dataset
Level of theory: ωB97M-V/def2-TZVPD

```
20
Properties=species:S:1:pos:R:3:mulliken_charge:R:1
C 0.8982 2.2363 -0.3213 -0.787
C 0.5779 0.7536 0.3606 -0.951
C 0.2293 -0.5306 -0.2071 0.640
N -0.8179 -1.0756 -0.7084 -0.736
N -1.7613 -0.1271 -0.6047 -0.144
C -2.6461 -0.5810 0.4882 -0.695
N 1.1899 -1.4968 -0.2928 -0.088
N 2.5961 -1.3227 0.0540 -0.685
H 0.3069 2.3168 -1.3102 0.269
H 1.9766 2.0149 -0.8911 0.179
H 0.7151 3.0858 0.4826 0.310
H -0.1945 1.0338 0.9633 0.242
H 1.2937 0.3854 1.1684 0.563
H -2.3472 -0.2131 -1.4149 0.282
H -3.7466 -0.0934 0.2472 0.278
H -2.1631 -0.1459 1.4594 0.183
H -2.7377 -1.7901 0.8022 0.250
H 0.6550 -2.2386 -0.9829 0.374
H 2.8885 -0.3291 -0.3493 0.269
H 3.0872 -1.8825 1.0570 0.247
```

Summary:
LUMO level ... 0.0254 Ha
Total energy ... -10295.6845 eV
SMILES ... CC/C(=N\NC)NN
Molecular weight ... 116.17 g/mol
Kohn-Sham gap ... 8.421 eV